115
Properties=species:S:1:pos:R:3:mulliken_charge:R:1 method="wB97M-V/def2-TZVPD" total_energy_ha=-15955.141897 lumo_energy_ev=3.86 orbital_gap_ev=5.72 e_homo_ha=-0.068 charge=-2
Bi 0.532 0.786 0.166 0.61
Br 3.591 6.660 3.323 -0.24
C 3.324 5.057 2.341 0.24
C 4.207 4.682 1.345 -0.13
Br 5.700 5.768 0.907 -0.24
C 3.987 3.465 0.657 -0.15
Br 5.106 2.927 -0.776 -0.15
C 2.934 2.611 0.966 -0.41
O 2.739 1.447 0.397 -0.14
C 1.961 3.045 1.938 -0.22
O 0.928 2.299 2.124 -0.20
C 2.209 4.243 2.619 -0.14
Br 0.954 4.684 3.976 -0.18
N -0.423 1.108 -4.697 -0.44
C 0.037 0.943 -3.415 0.44
O -0.253 -0.049 -2.769 -0.54
C 0.970 2.011 -2.897 -0.29
C 0.679 2.426 -1.463 -1.25
H -1.157 0.481 -4.980 0.31
H -0.429 2.032 -5.093 0.23
H 0.940 2.870 -3.577 0.79
H 1.974 1.582 -2.948 -0.67
H -0.284 2.949 -1.434 0.43
H 1.460 3.110 -1.130 0.81
C -4.217 3.932 -3.989 -0.51
C -4.152 4.390 -2.682 -0.57
C -3.791 3.528 -1.645 -0.55
C -3.473 2.187 -1.871 0.29
C -3.544 1.756 -3.207 -0.41
C -3.917 2.596 -4.248 -0.86
P -2.727 0.800 -0.676 1.15
C -3.017 1.765 0.890 0.69
C -3.929 1.383 1.879 -0.71
C -4.090 2.135 3.036 -0.62
C -3.330 3.284 3.240 -0.95
C -2.400 3.663 2.285 -0.36
C -2.255 2.911 1.124 0.05
C -4.252 -0.256 -0.828 -0.16
C -5.483 -0.213 -1.422 -0.71
C -6.347 -1.335 -1.264 -0.83
C -5.991 -2.445 -0.536 -0.85
C -4.724 -2.505 0.110 0.24
C -4.210 -3.551 0.923 -1.14
C -2.974 -3.397 1.506 -0.59
C -2.178 -2.224 1.336 -0.63
C -2.623 -1.182 0.544 0.95
C -3.889 -1.387 -0.052 0.38
H -4.498 4.602 -4.794 0.34
H -4.386 5.426 -2.462 0.38
H -3.774 3.921 -0.635 0.33
H -3.289 0.718 -3.424 0.53
H -3.966 2.217 -5.264 0.40
H -4.524 0.488 1.742 0.40
H -4.803 1.813 3.788 0.38
H -3.445 3.865 4.149 0.37
H -1.772 4.531 2.445 0.46
H -1.517 3.221 0.391 -0.15
H -5.805 0.635 -2.016 0.51
H -7.324 -1.310 -1.736 0.39
H -6.690 -3.271 -0.438 0.37
H -4.791 -4.453 1.088 0.32
H -2.586 -4.203 2.127 0.39
H -1.219 -2.180 1.848 -0.12
C 1.309 -3.615 2.046 -0.56
Si 2.703 -2.679 1.200 0.58
C 3.967 -4.048 0.872 -1.19
C 3.525 -1.561 2.465 -0.63
Ge 2.050 -1.388 -0.724 0.50
Si 4.207 -1.238 -1.725 0.82
C 4.868 -2.856 -2.436 -1.19
C 5.496 -0.655 -0.493 -0.61
C 4.288 -0.051 -3.183 -1.09
Si 0.972 -2.981 -2.155 1.24
C 1.353 -2.607 -3.965 -0.89
C 1.648 -4.726 -1.882 -1.25
C -0.882 -3.141 -2.008 -0.53
H 1.732 -4.245 2.839 0.47
H 0.781 -4.266 1.340 0.19
H 0.576 -2.932 2.484 -0.21
H 4.138 -4.584 1.812 0.39
H 4.928 -3.665 0.518 0.23
H 3.604 -4.771 0.133 0.27
H 3.729 -2.092 3.404 0.41
H 2.890 -0.694 2.673 -0.25
H 4.474 -1.182 2.072 0.31
H 4.871 -3.670 -1.708 0.26
H 5.900 -2.689 -2.769 0.35
H 4.282 -3.184 -3.298 0.22
H 5.838 -1.465 0.158 0.32
H 5.077 0.136 0.136 -0.22
H 6.364 -0.244 -1.021 0.40
H 3.705 -0.431 -4.031 0.28
H 5.331 0.067 -3.501 0.44
H 3.907 0.938 -2.917 0.03
H 2.396 -2.834 -4.206 0.26
H 1.181 -1.553 -4.195 0.00
H 0.715 -3.208 -4.624 0.40
H 2.734 -4.767 -2.014 0.23
H 1.186 -5.421 -2.594 0.42
H 1.421 -5.077 -0.868 0.20
H -1.374 -2.162 -1.992 -0.28
H -1.164 -3.657 -1.084 0.13
H -1.264 -3.716 -2.860 0.45
O 0.384 -0.695 2.782 0.01
N 0.056 -0.197 3.921 0.15
C -0.814 0.842 3.985 -0.64
C -1.161 1.385 5.203 -0.40
C -0.629 0.881 6.379 -0.71
C 0.257 -0.182 6.290 -0.58
C 0.587 -0.705 5.058 -0.40
H -1.172 1.197 3.032 1.01
H -1.849 2.219 5.202 0.38
H -0.892 1.307 7.338 0.40
H 0.708 -0.617 7.172 0.39
H 1.279 -1.517 4.895 0.41

115
Properties=species:S:1:pos:R:3:mulliken_charge:R:1 method="wB97M-V/def2-TZVPD" total_energy_ha=-5075.930764 s2=0.780 lumo_energy_ev="1.99 / 1.21" orbital_gap_ev="6.12 / 5.34" e_homo_ha="-0.152 / -0.152" charge=-1 multiplicity=2
In 0.877 -0.185 0.954 1.17
C -2.138 3.174 1.396 -0.81
C -1.450 2.085 1.903 -0.52
N -0.122 2.120 2.031 -0.72
C 0.533 3.198 1.595 1.18
C -0.171 4.239 1.007 -0.59
N -1.501 4.250 0.935 -0.71
C 2.026 3.246 1.799 -0.43
C 2.720 4.446 1.726 -0.28
C 4.079 4.452 1.999 1.01
C 4.678 3.270 2.397 -1.34
C 3.916 2.113 2.467 1.17
N 2.629 2.105 2.134 0.30
C 4.446 0.848 3.038 -1.24
C 5.271 0.851 4.148 -0.44
N 5.373 -0.156 5.021 -0.72
C 4.465 -1.158 4.829 -0.42
C 3.713 -1.265 3.706 -0.52
N 3.858 -0.365 2.651 1.14
C 4.875 5.705 1.891 0.41
C 6.169 5.689 1.388 -0.38
C 6.887 6.873 1.326 -0.43
N 6.404 8.056 1.720 -0.65
C 5.152 8.065 2.188 -0.40
C 4.360 6.931 2.290 -0.43
H -3.221 3.186 1.341 0.58
H -1.938 1.158 2.198 0.57
H 0.337 5.089 0.565 0.58
H 2.217 5.362 1.439 0.50
H 5.732 3.250 2.659 0.63
H 5.832 1.752 4.389 0.37
H 4.359 -1.872 5.634 0.40
H 3.010 -2.075 3.534 0.34
H 6.611 4.765 1.030 0.40
H 7.903 6.879 0.944 0.37
H 4.768 9.031 2.505 0.37
H 3.357 7.001 2.700 0.45
N 0.691 -2.691 0.945 -0.10
N -0.096 -3.071 2.077 -0.27
C -1.194 -2.188 2.361 0.14
O -2.235 -2.739 2.754 -0.72
O -0.989 -0.948 2.141 -0.41
H 0.082 -2.596 0.133 -0.06
H 1.347 -3.433 0.761 0.25
H -0.474 -3.997 2.006 0.26
C 0.527 2.573 -2.470 -1.44
C 0.383 2.974 -1.025 0.89
O 1.206 3.668 -0.453 -0.49
H 1.469 2.951 -2.858 0.40
H -0.309 2.982 -3.042 0.37
H 0.485 1.488 -2.553 0.16
C 4.602 1.622 -0.692 -0.43
Ge 4.630 -0.291 -0.367 0.50
C 6.400 -0.952 -0.893 -1.43
C 3.376 -1.134 -1.607 -0.71
C 4.450 -1.064 1.461 -1.22
H 4.891 1.776 -1.736 0.52
H 5.294 2.169 -0.047 0.15
H 3.591 2.016 -0.557 -0.23
H 6.597 -0.715 -1.942 0.39
H 6.461 -2.038 -0.768 0.37
H 7.188 -0.495 -0.283 0.38
H 3.634 -0.822 -2.625 0.43
H 2.345 -0.831 -1.401 -0.22
H 3.435 -2.227 -1.553 0.30
H 5.458 -1.381 1.730 0.59
H 3.855 -1.967 1.312 0.52
C -2.956 1.742 -0.996 -1.17
C -1.522 1.293 -0.809 -0.27
O -0.729 2.593 -0.394 -0.12
N -1.009 0.185 -0.872 0.08
Te -2.711 -1.841 -0.274 1.06
C -3.114 -1.754 -2.376 -0.09
C -2.076 -2.022 -3.295 1.21
C -0.691 -2.461 -2.860 -1.03
C -2.309 -1.861 -4.666 -1.05
C -3.535 -1.430 -5.160 0.74
C -3.752 -1.212 -6.641 -1.59
C -4.554 -1.188 -4.248 -1.01
C -4.369 -1.345 -2.873 1.01
C -5.539 -1.057 -1.959 -1.41
C -4.311 -3.310 0.051 -0.40
C -5.391 -3.029 0.907 1.27
C -5.606 -1.689 1.591 -2.01
C -6.333 -4.027 1.185 -0.61
C -6.234 -5.305 0.662 0.72
C -7.246 -6.377 1.004 -1.60
C -5.147 -5.591 -0.157 -0.87
C -4.189 -4.625 -0.461 0.80
C -3.013 -5.036 -1.326 -1.14
H -3.096 2.793 -0.731 0.53
H -3.597 1.116 -0.369 0.02
H -3.254 1.585 -2.037 0.32
H -0.748 -3.327 -2.195 -0.04
H -0.195 -1.653 -2.315 -0.02
H -0.083 -2.728 -3.730 0.41
H -1.501 -2.070 -5.365 0.23
H -2.820 -1.349 -7.194 0.36
H -4.117 -0.201 -6.838 0.34
H -4.490 -1.913 -7.044 0.32
H -5.526 -0.855 -4.612 0.36
H -6.315 -0.502 -2.490 0.39
H -5.222 -0.480 -1.088 0.03
H -5.978 -1.985 -1.585 0.29
H -4.728 -1.060 1.520 -0.01
H -5.814 -1.846 2.653 0.53
H -6.460 -1.160 1.154 0.34
H -7.164 -3.791 1.848 0.34
H -8.150 -5.941 1.434 0.37
H -6.833 -7.081 1.733 0.29
H -7.529 -6.949 0.117 0.37
H -5.035 -6.597 -0.559 0.32
H -3.077 -6.095 -1.590 0.38
H -2.077 -4.868 -0.790 0.06
H -2.974 -4.448 -2.247 0.13

112
Properties=species:S:1:pos:R:3:mulliken_charge:R:1 method="wB97M-V/def2-TZVPD" total_energy_ha=-3642.479836 lumo_energy_ev=3.23 orbital_gap_ev=2.70 e_homo_ha=0.020 charge=-2
Na 0.266 -0.777 -0.730 0.68
C 2.891 -1.917 1.346 -0.84
O 1.486 -2.079 1.229 0.29
C 1.113 -3.496 1.175 -0.25
C -0.355 -3.567 1.434 -0.94
O -0.992 -2.604 0.610 0.54
C -2.169 -3.042 -0.014 -1.07
H 3.209 -2.197 2.371 0.26
H 3.029 -0.833 1.264 0.03
H 3.455 -2.448 0.582 0.27
H 1.629 -4.042 1.957 0.58
H 1.330 -3.935 0.195 -0.06
H -0.567 -3.399 2.519 0.14
H -0.751 -4.561 1.170 0.48
H -2.920 -3.534 0.653 0.33
H -1.930 -3.745 -0.821 0.36
H -2.690 -2.218 -0.480 0.14
S 3.093 1.931 2.060 -0.35
C 3.438 3.086 0.845 0.15
C 4.551 3.921 1.112 -0.67
C 4.881 4.981 0.277 -0.33
C 4.179 5.205 -0.945 -0.60
C 3.176 4.282 -1.303 -0.63
C 2.786 3.203 -0.490 -0.15
S 1.687 2.107 -1.173 -0.23
H 5.118 3.729 2.060 0.21
H 5.740 5.632 0.482 0.25
H 4.398 6.047 -1.599 0.30
H 2.675 4.306 -2.266 0.33
N -5.348 3.416 -0.617 -0.38
C -4.223 2.757 -0.214 0.03
O -3.741 2.989 0.918 -0.54
C -3.598 1.857 -1.140 0.97
C -4.059 1.514 -2.423 -0.75
C -3.278 0.719 -3.244 -1.10
C -2.080 0.231 -2.743 -0.30
N -1.738 0.460 -1.483 0.72
C -2.426 1.280 -0.724 -0.96
H -5.734 4.116 0.011 0.26
H -5.749 3.297 -1.532 0.10
H -5.027 1.868 -2.783 0.22
H -3.617 0.454 -4.259 0.43
H -1.394 -0.385 -3.355 0.30
H -2.084 1.432 0.274 0.91
C -0.832 3.580 2.078 -1.41
C -0.883 2.998 3.548 2.05
C 0.441 3.482 4.211 -1.41
C -2.114 3.637 4.210 -1.92
P -1.035 1.067 3.421 0.00
C -2.818 0.626 3.562 0.64
C -3.753 0.954 4.584 -0.45
C -5.105 0.735 4.371 -0.66
C -5.557 0.170 3.196 -0.68
C -4.652 -0.234 2.225 -0.27
C -3.283 -0.113 2.459 -0.16
C -0.381 0.128 4.985 2.28
C -0.798 0.843 6.293 -1.69
C -0.887 -1.345 5.002 -1.78
C 1.158 0.032 4.850 -1.49
H -0.771 4.680 2.137 0.58
H -1.673 3.314 1.467 -0.08
H 0.094 3.264 1.607 0.26
H 0.403 4.573 4.375 0.45
H 1.265 3.271 3.521 0.01
H 0.601 3.040 5.199 0.29
H -2.013 4.730 4.184 0.52
H -2.248 3.303 5.237 0.24
H -3.012 3.446 3.622 0.28
H -3.427 1.504 5.430 0.10
H -5.803 0.950 5.192 0.34
H -6.623 0.032 3.053 0.35
H -4.976 -0.716 1.260 0.31
H -2.563 -0.591 1.765 0.25
H -1.875 0.901 6.424 0.20
H -0.473 1.869 6.290 0.24
H -0.309 0.363 7.135 0.51
H -1.957 -1.399 5.237 0.33
H -0.286 -1.897 5.775 0.55
H -0.692 -1.812 4.039 0.15
H 1.696 0.989 4.921 0.30
H 1.467 -0.408 3.901 0.08
H 1.496 -0.650 5.655 0.55
O 1.897 -4.960 -1.433 -0.82
C 1.812 -4.022 -2.207 -0.23
N 2.394 -3.945 -3.443 -0.03
C 2.093 -2.762 -4.184 3.09
C 1.248 -2.085 -3.064 -0.46
O 0.746 -0.903 -3.181 -0.78
N 1.111 -2.811 -1.926 -0.13
C 1.060 -3.042 -5.282 -0.54
C 0.764 -2.024 -6.218 -0.20
C -0.296 -2.176 -7.111 -0.91
C -1.151 -3.275 -6.982 -0.38
C -0.884 -4.260 -6.035 -0.81
C 0.201 -4.147 -5.196 -0.37
C 3.369 -2.019 -4.583 -0.05
C 4.018 -1.182 -3.624 -0.67
C 5.265 -0.653 -3.926 -0.83
C 5.818 -0.838 -5.205 -0.33
C 5.154 -1.576 -6.159 -0.82
C 3.921 -2.182 -5.844 -0.15
H 3.083 -4.625 -3.760 0.26
H 1.385 -1.134 -6.250 0.51
H -0.463 -1.422 -7.891 0.35
H -1.990 -3.389 -7.640 0.42
H -1.591 -5.106 -5.882 0.31
H 0.438 -4.902 -4.502 0.51
H 3.500 -0.999 -2.680 0.65
H 5.804 -0.067 -3.156 0.40
H 6.791 -0.392 -5.457 0.34
H 5.563 -1.669 -7.195 0.31
H 3.457 -2.787 -6.609 0.40

113
Properties=species:S:1:pos:R:3:mulliken_charge:R:1 method="wB97M-V/def2-TZVPD" total_energy_ha=-2923.125676 lumo_energy_ev=0.75 orbital_gap_ev=8.97 e_homo_ha=-0.302 smiles="CCOCCOC[C@@H]1OC(=O)O[C@@]1(C)P(C)O.c1ccncc1.c1ccncc1.c1ccncc1.c1ccncc1.c1ccncc1.c1ccncc1.c1ccncc1"
C 2.732 3.369 0.421 -1.31
C 2.707 3.101 -1.126 -0.13
O 2.782 1.726 -1.487 -0.45
C 1.715 0.953 -0.973 -0.16
C 0.318 1.299 -1.568 -0.22
O -0.634 1.038 -0.539 -0.13
C -1.956 0.893 -1.048 -0.48
C -2.883 1.604 -0.025 -0.60
O -3.159 0.843 1.160 -0.37
C -4.474 1.094 1.444 0.48
O -5.208 0.455 2.046 -0.48
O -4.841 2.295 0.832 -0.45
C -4.242 2.102 -0.509 1.71
C -5.228 1.053 -1.170 -1.93
P -4.336 3.631 -1.600 0.08
C -5.591 4.782 -0.858 -0.98
O -2.830 4.388 -1.472 -0.54
H 2.793 4.434 0.692 0.41
H 3.518 2.805 0.951 0.46
H 1.771 2.992 0.824 0.36
H 1.852 3.645 -1.569 0.19
H 3.611 3.574 -1.548 0.37
H 1.639 0.938 0.129 -0.34
H 1.920 -0.092 -1.277 0.30
H 0.251 2.318 -1.996 0.18
H 0.137 0.597 -2.410 0.56
H -2.250 -0.179 -1.004 0.06
H -2.104 1.265 -2.076 0.55
H -2.290 2.492 0.274 0.58
H -6.180 1.043 -0.623 0.29
H -4.747 0.062 -1.173 0.36
H -5.433 1.390 -2.198 0.58
H -6.452 4.781 -1.545 0.29
H -5.213 5.816 -0.784 0.32
H -5.962 4.425 0.120 0.34
H -2.182 3.839 -1.937 0.34
C 2.157 1.368 5.739 0.02
C 3.343 2.056 5.924 -0.36
C 4.020 2.510 4.802 -0.41
N 3.600 2.321 3.549 -0.30
C 2.450 1.651 3.396 0.30
C 1.696 1.160 4.450 -0.83
H 1.599 0.999 6.591 0.29
H 3.736 2.238 6.915 0.39
H 4.953 3.056 4.899 0.36
H 2.129 1.509 2.371 0.05
H 0.773 0.627 4.264 0.41
C 0.875 -4.443 -0.563 -0.36
C 0.769 -3.104 -0.221 -0.69
C -0.372 -2.418 -0.606 -0.01
N -1.376 -2.970 -1.292 -0.34
C -1.253 -4.260 -1.612 -0.43
C -0.156 -5.037 -1.273 -0.31
H 1.750 -5.015 -0.280 0.40
H 1.553 -2.604 0.332 0.43
H -0.499 -1.370 -0.357 0.32
H -2.081 -4.681 -2.171 0.39
H -0.111 -6.079 -1.559 0.48
C 1.033 1.390 11.639 -0.13
C 0.189 1.533 10.550 -0.56
C 0.517 0.876 9.375 0.02
N 1.603 0.114 9.227 -0.48
C 2.404 -0.008 10.288 -0.20
C 2.166 0.603 11.509 -0.41
H 0.812 1.886 12.576 0.36
H -0.705 2.140 10.611 0.35
H -0.117 0.956 8.498 0.36
H 3.279 -0.631 10.139 0.36
H 2.850 0.466 12.336 0.35
C -8.214 -3.736 -2.507 -0.11
C -8.160 -3.164 -1.247 -0.74
C -7.333 -2.066 -1.060 -0.04
N -6.582 -1.530 -2.024 -0.19
C -6.649 -2.098 -3.230 -0.17
C -7.444 -3.194 -3.524 -0.68
H -8.848 -4.594 -2.695 0.36
H -8.744 -3.558 -0.427 0.37
H -7.259 -1.582 -0.091 0.39
H -6.026 -1.642 -3.993 0.40
H -7.460 -3.612 -4.521 0.37
C 4.297 -1.557 -5.167 -0.23
C 3.145 -2.150 -5.661 -0.42
C 1.924 -1.577 -5.343 -0.28
N 1.791 -0.486 -4.584 -0.35
C 2.914 0.069 -4.117 -0.27
C 4.184 -0.424 -4.379 -0.67
H 5.271 -1.975 -5.394 0.37
H 3.192 -3.037 -6.279 0.38
H 0.996 -2.004 -5.708 0.39
H 2.774 0.950 -3.502 0.67
H 5.059 0.067 -3.975 0.39
C 7.175 6.837 -0.965 -0.11
C 6.184 7.630 -1.514 -0.50
C 4.881 7.161 -1.493 -0.22
N 4.514 5.983 -0.979 -0.18
C 5.494 5.230 -0.457 0.35
C 6.827 5.612 -0.424 -0.96
H 8.206 7.169 -0.960 0.38
H 6.415 8.594 -1.948 0.35
H 4.072 7.754 -1.907 0.35
H 5.179 4.277 -0.048 0.12
H 7.573 4.963 0.014 0.37
C -0.272 -9.891 -4.029 -0.17
C 0.705 -9.122 -3.418 -0.43
C 0.714 -7.758 -3.662 -0.30
N -0.163 -7.139 -4.455 -0.47
C -1.094 -7.898 -5.035 -0.17
C -1.194 -9.269 -4.856 -0.38
H -0.315 -10.960 -3.864 0.36
H 1.443 -9.570 -2.766 0.36
H 1.458 -7.114 -3.203 0.49
H -1.791 -7.368 -5.676 0.36
H -1.972 -9.834 -5.351 0.35